(1)
The following is a quantum chemistry calculation of a molecular structure, C3H7N3O2S at a distorted geometry, from OMol25.

Calculated values
ΔE to the lowest compared entry with this formula, charge and spin: 42.0 kcal/mol
HOMO (spin up / spin down): -9.98 / -9.98 eV
Kohn-Sham gap (spin up / spin down): 8.985 / 8.984 eV
E_tot: -831.3234 Ha

Geometry as ORCA input:
```
! RIJCOSX wB97M-V def2-TZVPD def2/J DEFGRID3
* xyz 0 1
O 0.497 1.866 -2.163
H -0.518 0.664 2.160
H 1.083 0.974 1.747
H -0.401 -0.642 -1.154
N -0.342 0.967 0.067
H 0.463 -0.715 1.263
H -1.942 -0.334 -0.052
C 2.966 -0.359 -0.773
H 1.790 -0.660 -2.344
C 0.181 0.415 1.357
C -1.106 0.016 -0.672
O 1.887 2.192 -0.163
N 1.791 -0.603 -1.349
S 0.923 1.415 -0.875
N 3.909 -0.405 -0.116
H -1.446 0.608 -1.627
*
```



(2)
The following is a quantum chemistry calculation of a single C3H7N3OS molecule, from OMol25.

Calculated values
SMILES: [H]/N=C(/CNC=O)NS
ΔE to the lowest compared entry with this formula, charge and spin: 14.8 kcal/mol
HOMO: -9.49 eV
Kohn-Sham gap: 10.248 eV
E_tot: -756.2107 Ha

Geometry as ORCA input:
```
! RIJCOSX wB97M-V def2-TZVPD def2/J DEFGRID3
* xyz 0 1
N -0.185 -0.463 1.245
H -0.616 -1.887 3.049
H -1.416 0.015 -1.041
C -0.373 -0.205 -1.154
H 1.098 -2.545 0.629
H 1.108 1.139 -1.899
O -0.923 2.180 0.248
H -0.614 0.445 1.244
N 0.305 1.077 -1.314
N 0.795 -2.096 -0.221
H 0.510 3.061 -0.868
C -0.052 2.162 -0.598
C 0.147 -1.026 0.010
S 0.412 -1.051 2.710
H -0.197 -0.805 -2.039
*
```